No. 1
ORCA calculation (the ωB97M-V functional and the def2-TZVPD basis) on a molecular structure, C19H29F5NO2P2Sc.

Element x y z (Å)
C -1.0270 2.7358 -2.7261
C -0.9720 1.6735 -1.8332
N 0.0452 1.5079 -0.9898
C 1.2550 1.9519 -1.3810
C 1.3409 2.9170 -2.3997
C 0.1769 3.3434 -3.0538
C -2.1666 0.8803 -1.5086
P -2.2889 -0.1512 -0.1262
Sc -0.0836 0.3427 0.8923
P 2.3883 -0.0846 0.2326
C 2.5436 1.5397 -0.7022
C -0.3682 -1.8249 1.5793
C -0.9229 -1.7650 2.8647
C -0.7823 -2.8926 3.6851
C -0.1465 -4.0366 3.2354
C 0.3194 -4.0788 1.9035
C 0.1795 -2.9691 1.0736
O -1.8706 -0.8686 -3.5483
O 0.4117 -1.1982 -2.8400
H -1.9848 2.9598 -3.1813
H 2.3117 3.2730 -2.7085
H 0.1924 4.1190 -3.8327
C -3.6547 0.6281 0.7484
C -3.0844 -1.6767 -0.7198
H 3.3325 1.4122 -1.4742
H 2.8468 2.3414 0.0002
H -2.0820 0.2730 -2.3536
H -3.1194 1.3171 -1.7573
C 3.6860 0.1209 1.4640
C 3.1401 -1.2046 -0.9788
H -1.4594 -0.8957 3.2255
H -1.1653 -2.8362 4.6960
H -0.0210 -4.8801 3.8825
H 0.7790 -4.9855 1.5426
H 0.5288 -3.0128 0.0096
H 0.1819 -1.5091 -1.9571
H 0.5638 -2.1335 -3.1113
H -0.9400 -1.0258 -3.2843
H -1.9614 -0.3989 -4.3992
H 0.1604 -0.5588 -0.5970
H -4.6174 0.5183 0.2423
H -3.7888 0.1012 1.6921
H -3.4885 1.6806 0.9777
H -4.1809 -1.5036 -0.7319
H -2.7168 -1.8908 -1.7402
H -2.8590 -2.4808 -0.0102
H 4.1807 -0.9373 -1.2016
H 3.1224 -2.2105 -0.5483
H 2.5533 -1.2180 -1.9068
H 4.6830 0.2272 1.0442
H 3.4770 0.9677 2.1219
H 3.6852 -0.7869 2.0798
F 1.0540 1.2236 3.6240
C 0.3153 1.8227 2.6183
F -1.0778 1.7827 2.8895
C 0.7259 3.2303 2.4034
F 0.4806 3.9998 3.4969
F 2.0404 3.3393 2.0762
F 0.1284 3.7852 1.3012

Output
Gap between HOMO and LUMO = 7.39 eV
LUMO energy = 0.20 eV
Highest occupied orbital energy = -7.19 eV
Total charge = 0
Relative energy (zero: lowest compared OMol25 entry of this formula, charge and spin) = 207.5 kJ/mol

No. 2
ORCA calculation (the ωB97M-V functional and the def2-TZVPD basis) on a molecular structure, C19H29F6NO4RhS2.

Element x y z (Å)
Rh -0.1331 0.5226 -0.9983
C -0.6712 -0.9856 1.0742
C 0.3077 -1.4601 0.1462
C 1.4305 -0.5162 0.2338
C 1.1086 0.3823 1.3050
C -0.1771 0.1022 1.8279
C -0.8342 0.7427 3.0115
C -0.3493 2.1849 3.1875
C -2.3617 0.7101 2.8827
C -0.4104 -0.1030 4.2361
C 2.7552 -0.2932 -0.5166
C 2.8215 -0.8370 -1.9482
C 2.9595 1.2349 -0.6322
C 3.8993 -0.8729 0.3251
C 0.1645 -2.8395 -0.4988
C -0.0472 -2.7641 -2.0247
C 1.3828 -3.6955 -0.1179
C -1.0724 -3.5427 0.0771
H -1.6405 -1.4381 1.2084
H 1.7673 1.1519 1.6818
H -0.5650 2.7846 2.2994
H 0.7224 2.2332 3.3966
H -0.8669 2.6378 4.0331
H -2.7013 1.2684 2.0124
H -2.8026 1.1637 3.7712
H -2.7426 -0.3123 2.8164
H 0.6763 -0.1333 4.3465
H -0.7837 -1.1269 4.1580
H -0.8344 0.3492 5.1351
H 2.0469 -0.3971 -2.5843
H 2.7496 -1.9153 -2.0095
H 3.7807 -0.5506 -2.3817
H 2.0833 1.7636 -1.0301
H 3.7734 1.4411 -1.3259
H 3.2026 1.7014 0.3226
H 3.8717 -1.9636 0.3417
H 3.8555 -0.5159 1.3574
H 4.8566 -0.5628 -0.0987
H 0.7965 -2.3412 -2.5622
H -0.9441 -2.1838 -2.2519
H -0.2066 -3.7735 -2.4095
H 2.3178 -3.3102 -0.5093
H 1.2457 -4.7049 -0.5094
H 1.4755 -3.7670 0.9692
H -1.9982 -3.0286 -0.1938
H -1.0195 -3.6417 1.1647
H -1.1248 -4.5464 -0.3460
F -1.6358 -0.4752 -4.2754
C -1.7317 0.7847 -3.8876
F -2.0409 1.5599 -4.8872
F -0.5043 1.1601 -3.3888
S -2.9160 0.9202 -2.4987
O -2.2820 0.0460 -1.4841
O -4.1767 0.5217 -3.0031
N -2.7928 2.4324 -2.1497
S -2.1574 3.0021 -0.8300
O -0.7363 2.6017 -0.6507
O -2.9727 2.9063 0.3350
C -1.9903 4.7689 -1.3344
F -1.3596 5.3960 -0.3551
F -1.2814 4.8366 -2.4526
F -3.1866 5.2866 -1.5105

Output
Gap between HOMO and LUMO (alpha / beta) = 9.82 / 7.60 eV
LUMO energy (alpha / beta) = -2.66 / -6.10 eV
Spin multiplicity = 5
Highest occupied orbital energy (alpha / beta) = -12.48 / -13.70 eV
Total charge = +1

No. 3
ORCA calculation (the ωB97M-V functional and the def2-TZVPD basis) on a molecular structure, C19H29IrN4O2P2.

Element x y z (Å)
C -2.2011 -1.1154 3.4967
C -1.5102 -1.1451 2.2353
N -0.7534 -0.0218 1.8944
C -0.4342 0.9197 2.7996
C -0.9330 0.8438 4.1089
C -1.8384 -0.1766 4.4605
C -1.5446 -2.2240 1.3369
P -0.4314 -2.1448 -0.0598
Ir 0.0681 0.0958 -0.1217
P 0.4840 2.2126 0.5375
C 0.5156 2.0350 2.3850
C 0.7451 0.1719 -2.0789
C 1.6342 -0.7894 -2.5227
C 2.0698 -0.7311 -3.8463
C 1.6330 0.2685 -4.7043
C 0.7594 1.2341 -4.2204
C 0.3031 1.1949 -2.9099
O -4.3695 -1.4584 -0.1116
O -2.7083 -0.4273 -2.1965
H -2.9359 -1.9131 3.6825
H -0.5706 1.5682 4.8419
H -2.2652 -0.2248 5.4754
C 0.8397 -3.2508 0.6480
C -1.0294 -2.9898 -1.5591
H 0.2191 2.9863 2.8576
H 1.5338 1.7513 2.7053
H -3.6230 -1.8148 0.3237
H -2.2242 -3.0604 1.6029
C 2.0850 2.9667 0.0861
C -0.7900 3.4835 0.2634
H 1.9688 -1.5644 -1.8380
H 2.7559 -1.4956 -4.1833
H 1.9779 0.2867 -5.7336
H 0.4135 2.0152 -4.8831
H -0.3657 1.9631 -2.5362
H -1.2951 0.3027 -0.8721
H -3.0212 0.2495 -2.7769
H -3.3971 -0.5555 -1.4874
H -4.8174 -0.8562 0.4982
H -1.3152 1.0744 -0.5015
H 0.3754 -4.2290 0.8615
H 1.6763 -3.3563 -0.0511
H 1.1845 -2.8111 1.5956
H -1.4755 -3.9666 -1.3162
H -1.7788 -2.3869 -2.0961
H -0.1774 -3.1412 -2.2379
H -0.5432 4.3869 0.8520
H -0.8101 3.7124 -0.8139
H -1.7629 3.0738 0.5764
H 2.0856 4.0351 0.3708
H 2.9242 2.4483 0.5835
H 2.1975 2.8774 -1.0055
N 1.8817 -0.3599 0.5840
C 3.0287 -0.3967 0.8424
N 4.2432 -0.6503 1.1294
C 5.1962 0.2098 1.3946
N 6.1226 0.8900 1.6342

Output
Gap between HOMO and LUMO (alpha / beta) = 4.97 / 4.41 eV
LUMO energy (alpha / beta) = -2.18 / -7.23 eV
Spin multiplicity = 6
Highest occupied orbital energy (alpha / beta) = -7.15 / -11.64 eV
Total charge = +1

No. 4
ORCA calculation (the ωB97M-V functional and the def2-TZVPD basis) on a molecular structure, C19H29IrN8S.

Element x y z (Å)
Ir -0.7871 1.2674 0.9152
N -0.6873 2.9067 -0.3610
C 0.1869 3.9979 0.1730
C 1.4200 3.4190 0.8461
N 0.9746 2.4133 1.8426
C 0.5119 3.1418 3.0728
C -0.8255 2.6478 3.5735
N -1.6767 2.5312 2.3740
C 1.9810 1.3931 2.2108
C 1.2934 0.2999 3.0034
N 0.1925 -0.2540 2.1808
H -0.3136 2.5542 -1.2426
H -1.6046 3.2831 -0.5947
H -0.4096 4.5830 0.8720
H 0.4744 4.6727 -0.6333
H 2.0106 4.2170 1.3043
H 2.0716 2.9476 0.1179
H 0.4306 4.2021 2.8356
H 1.2690 3.0618 3.8552
H -1.2478 3.3334 4.3094
H -0.7730 1.6647 4.0314
H -1.8566 3.4583 1.9951
H -2.5973 2.1747 2.6282
H 2.8054 1.8289 2.7821
H 2.3978 0.9789 1.2928
H 0.8794 0.6785 3.9327
H 2.0150 -0.4714 3.2743
H -0.4748 -0.7955 2.7285
H 0.5793 -0.8918 1.4886
S -2.6846 0.0643 1.0346
C -2.3530 -1.1081 -0.2025
N -3.3561 -1.9155 -0.5396
N -3.2230 -2.9017 -1.3651
C -2.1882 -3.8568 -1.6385
C -2.4608 -4.7103 -2.6972
C -1.5446 -5.6934 -3.0418
C -0.3740 -5.8306 -2.3138
C -0.1328 -4.9935 -1.2286
C -1.0323 -3.9993 -0.8858
N -1.2009 -1.0836 -0.8775
N -0.3755 -0.1249 -0.6070
C 0.7322 -0.0961 -1.5513
C 1.7451 0.8151 -1.3294
C 2.8052 0.9443 -2.2185
C 2.8515 0.1328 -3.3393
C 1.8577 -0.8221 -3.5340
C 0.7973 -0.9492 -2.6503
H -4.1196 -3.1559 -1.7616
H -3.3848 -4.6096 -3.2555
H -1.7553 -6.3522 -3.8728
H 0.3409 -6.5987 -2.5748
H 0.7628 -5.1260 -0.6362
H -0.8523 -3.3841 -0.0162
H 1.7119 1.3910 -0.4241
H 3.5904 1.6651 -2.0293
H 3.6589 0.2331 -4.0515
H 1.9092 -1.4827 -4.3892
H 0.0356 -1.6955 -2.8118

Output
Gap between HOMO and LUMO (alpha / beta) = 6.15 / 6.17 eV
LUMO energy (alpha / beta) = -6.66 / -6.63 eV
Highest occupied orbital energy (alpha / beta) = -12.81 / -12.79 eV
Total charge = +2